(1)
DFT (ωB97M-V/def2-TZVPD) results for a cluster of 2 separate species, C8H18BF4N5 in total.

## Properties
**Gap between HOMO and LUMO**: 0.3117 Ha
**Molecular weight**: 271.07 g/mol
**Total energy**: -27582.6165 eV
**LUMO energy**: -1.83 eV

Structure (ORCA input):
```
! wB97M-V def2-TZVPD RIJCOSX def2/J DEFGRID3
* xyz 0 1
F 1.75 -3.41 2.93
F -0.07 -4.30 1.70
F -0.13 -4.30 4.07
F -0.32 -2.25 2.88
N -1.29 0.11 -3.46
N 1.21 0.56 -3.52
N -1.35 -0.16 -1.08
N -3.08 0.57 0.65
N 0.02 0.15 -1.27
C 1.63 -1.22 0.34
C 1.85 2.87 -0.30
C -2.08 -0.47 0.21
C -2.47 1.32 1.82
C 2.31 1.28 -0.51
C 1.06 0.26 -0.19
C 0.08 0.29 -2.78
C -2.25 -0.21 -2.33
B 0.31 -3.57 2.89
H -3.26 1.24 -0.16
H -1.63 2.05 1.37
H 0.50 0.71 0.76
H 1.84 -1.07 1.50
H 3.12 1.09 0.34
H -3.39 -0.45 -2.31
H 0.70 3.04 -0.47
H 2.59 -1.58 -0.24
H 2.06 3.12 0.84
H 2.52 3.62 -0.92
H 2.86 1.09 -1.53
H -2.69 -1.49 0.05
H 1.64 -0.22 -4.09
H -3.27 1.94 2.44
H -1.95 0.61 2.62
H -1.27 -0.71 1.02
H 1.70 1.48 -3.50
H 0.72 -1.98 0.23
*
```

***

(2)
DFT (ωB97M-V/def2-TZVPD) results for a structure of composition C14H16AsBeBrF9NO4.

## Properties
**Gap between HOMO and LUMO**: 0.3069 Ha
**Molecular weight**: 597.11 g/mol
**Total energy**: -180201.7095 eV
**LUMO energy**: 0.27 eV

Structure (ORCA input):
```
! wB97M-V def2-TZVPD RIJCOSX def2/J DEFGRID3
* xyz 0 1
Br 1.57 2.53 1.89
As 0.74 2.00 -2.02
F -2.30 -3.39 -1.27
F -2.00 -3.35 0.87
F -2.20 0.80 1.00
F -1.56 -0.97 -2.56
F -2.76 -1.01 2.04
F -4.09 -0.16 0.56
F -3.92 -2.82 0.05
F -3.66 -1.18 -2.08
F -2.64 0.67 -1.65
O 2.87 0.33 -0.64
O -0.75 -1.30 -0.06
O 0.11 1.10 -0.77
O 2.91 -1.77 -0.06
N 0.59 -0.07 1.99
C -2.50 -0.67 -1.65
C -2.61 -2.72 -0.15
C -2.81 -0.38 0.85
C -0.68 2.29 -3.29
C 2.19 -0.63 -0.29
C 2.19 1.46 -3.17
C 0.71 -0.26 4.77
C -2.08 -1.24 -0.24
C 0.28 -1.33 4.01
C 1.09 0.90 4.12
C 1.02 0.94 2.74
C 2.16 -2.94 0.26
C 1.20 3.75 -1.38
C 0.23 -1.20 2.64
Be 0.43 -0.22 0.03
H 2.02 0.45 -3.53
H 1.12 -2.84 -0.06
H 0.75 -0.32 5.85
H -0.02 -2.27 4.47
H -0.33 3.01 -4.03
H 3.12 1.50 -2.63
H -0.12 -2.00 2.00
H 2.19 -3.11 1.34
H 1.43 1.77 4.66
H 0.44 4.08 -0.68
H 2.17 3.73 -0.89
H 2.62 -3.78 -0.24
H 2.17 2.18 -4.00
H -1.56 2.67 -2.79
H -0.92 1.35 -3.78
H 1.23 4.42 -2.24
*
```

***

(3)
DFT (ωB97M-V/def2-TZVPD) results for a structure of composition C28H24Cl2N9O7STl.

## Properties
**Gap between HOMO and LUMO**: 0.2181 Ha
**Molecular weight**: 905.91 g/mol
**Total energy**: -97749.2733 eV
**LUMO energy**: 4.00 eV

Structure (ORCA input):
```
! wB97M-V def2-TZVPD RIJCOSX def2/J DEFGRID3
* xyz -2 1
Tl -0.19 -0.04 -0.01
Cl -3.78 5.76 -0.81
Cl -2.77 5.94 2.22
S 6.47 -1.08 -2.14
O 6.73 -2.10 -3.13
O 7.63 -0.33 -1.70
O 3.15 0.38 -1.76
O -2.08 1.31 4.12
O -4.25 0.97 -2.22
O 1.58 1.51 2.22
O -0.33 1.79 -2.38
N -1.68 0.91 1.86
N 5.25 -0.12 -2.55
N -0.16 3.99 -2.94
N -0.42 -1.42 2.54
N -2.53 0.77 -0.66
N 3.45 1.88 0.97
N 3.58 0.69 2.97
N -1.78 -1.57 -1.88
N 1.74 2.74 -2.42
C 4.21 -0.25 -1.73
C -2.30 3.29 2.00
C 6.16 -2.76 0.19
C -1.64 -2.87 -3.87
C 0.05 -2.04 5.20
C 2.96 -0.06 4.03
C 5.30 -3.13 1.22
C 0.38 2.76 -2.57
C -1.28 -2.59 -2.57
C 4.44 -1.28 -0.63
C -3.19 3.13 -0.62
C -1.61 0.67 3.15
C 5.70 -1.83 -0.72
C -3.23 0.44 -1.73
C -2.25 2.06 1.34
C -2.76 4.43 1.35
C 0.50 -2.88 4.19
C 4.03 -2.58 1.32
C -3.10 -0.99 -3.78
C -0.63 -0.89 4.85
C -2.57 -2.05 -4.49
C 3.58 -1.64 0.39
C 0.24 -2.52 2.88
C 2.78 1.35 2.06
C -2.71 1.98 -0.01
C -3.20 4.35 0.04
C -0.86 -0.61 3.50
C -2.68 -0.77 -2.47
H 2.91 -1.13 3.81
H 0.57 -3.15 2.05
H 2.17 1.82 -2.34
H 1.04 -3.79 4.41
H -3.84 -0.32 -4.19
H -2.87 -2.23 -5.51
H -1.97 3.35 3.02
H -1.18 -3.71 -4.39
H 3.38 -2.89 2.13
H 5.63 -3.85 1.95
H -0.55 -3.19 -2.05
H 2.28 3.45 -2.88
H -1.15 4.03 -2.70
H 3.50 0.08 4.97
H 0.24 -2.28 6.24
H 2.85 2.02 0.18
H 4.32 1.44 0.71
H -1.02 -0.19 5.58
H 1.94 0.30 4.16
H 7.16 -3.18 0.10
H -3.58 3.07 -1.63
H 0.35 4.80 -2.62
H 4.46 0.36 2.62
H 2.59 -1.20 0.45
*
```

***

(4)
DFT (ωB97M-V/def2-TZVPD) results for a structure of composition C14H41O7.

## Properties
**Gap between HOMO and LUMO**: 0.2318 Ha
**Molecular weight**: 321.47 g/mol
**Total energy**: -29498.8981 eV
**LUMO energy**: 2.81 eV

Structure (ORCA input):
```
! wB97M-V def2-TZVPD RIJCOSX def2/J DEFGRID3
* xyz -1 1
O 0.79 -3.40 0.16
O -0.37 -0.58 2.01
O -0.62 1.06 3.06
O -2.24 0.67 -3.40
O 2.64 1.70 -2.39
O 2.78 -2.14 0.45
O -1.25 -2.11 1.18
C -3.49 -1.23 1.48
C -0.29 -0.04 0.65
C 2.27 2.01 -1.04
C -1.31 2.09 2.42
C 1.10 -2.90 -1.04
C 3.20 -0.09 1.76
C 2.25 3.56 -0.83
C 1.13 -0.05 0.02
C -1.56 0.72 -2.19
C -2.31 1.54 -1.19
C -2.39 -1.66 0.50
C -2.38 1.49 1.49
C -0.17 -2.41 -1.79
C 3.53 -0.90 0.45
H -1.37 -0.26 -1.75
H -0.56 1.13 -2.30
H 1.63 -3.70 -1.57
H -3.40 1.63 1.85
H 1.72 0.68 0.57
H 2.91 1.49 -0.32
H -1.60 2.90 3.07
H 1.56 -1.03 -0.19
H 3.23 4.03 -0.79
H 2.18 0.92 -2.71
H 0.49 -4.30 0.02
H 1.31 1.50 -1.00
H 0.14 -1.79 -2.64
H -2.31 2.60 -1.43
H -0.44 0.42 2.36
H -0.62 2.55 1.71
H -4.32 -0.97 0.82
H 1.79 -2.07 -0.92
H 1.62 4.00 -1.61
H -2.83 -0.07 -3.24
H -2.31 -1.04 -0.39
H -3.72 -2.15 2.03
H -2.68 -2.62 0.08
H -1.82 1.47 -0.22
H -2.17 0.45 1.27
H -0.87 -3.21 -2.01
H 4.59 -0.99 0.24
H -0.88 -0.69 0.00
H 3.56 0.94 1.78
H -2.34 2.00 0.53
H 1.15 0.38 -0.98
H 3.59 -0.65 2.61
H 1.63 3.68 0.06
H 2.11 -0.16 1.77
H 3.19 -2.69 -0.22
H -3.22 -0.51 2.25
H -0.69 -1.39 1.45
H -0.70 -1.63 -1.24
H -0.76 0.94 0.63
H 3.20 -0.31 -0.40
H -3.30 1.20 -0.91
*
```

***

(5)
DFT (ωB97M-V/def2-TZVPD) results for a cluster of 4 separate species, C3H13NO3 in total.

## Properties
**Gap between HOMO and LUMO**: 0.1419 Ha
**Molecular weight**: 111.14 g/mol
**Total energy**: -10945.6816 eV
**LUMO energy**: -5.37 eV

Structure (ORCA input):
```
! wB97M-V def2-TZVPD RIJCOSX def2/J DEFGRID3
* xyz 0 1
O -2.71 0.59 1.22
O -2.16 0.09 -1.20
O 2.67 -0.32 1.21
N 1.72 -0.67 -1.21
C 0.70 0.42 -1.19
C -0.17 -0.74 0.88
C 0.23 0.58 0.24
H 0.78 -1.33 1.01
H -0.11 0.07 -1.78
H 2.26 -0.65 -0.32
H -2.90 -0.08 -1.71
H -0.81 -1.31 0.24
H -0.69 1.25 0.27
H -3.60 0.89 1.35
H 2.31 -0.59 -2.02
H -2.57 0.41 0.22
H 3.58 -0.44 1.64
H 1.05 1.06 0.86
H 1.10 1.34 -1.53
H -0.68 -0.57 1.83
*
```

***

(6)
DFT (ωB97M-V/def2-TZVPD) results for an isolated molecule of C4H8O2.

## Properties
**Gap between HOMO and LUMO**: 0.4305 Ha
**Molecular weight**: 88.11 g/mol
**Total energy**: -8372.6949 eV
**LUMO energy**: 0.99 eV
**Structure (SMILES)**: CCCOC=O

Structure (ORCA input):
```
! wB97M-V def2-TZVPD RIJCOSX def2/J DEFGRID3
* xyz 0 1
O 1.58 0.29 0.49
O 2.73 -1.20 -0.76
C -2.07 0.16 -0.32
C -0.81 0.57 0.44
C 2.68 -0.24 -0.05
C 0.35 -0.36 0.11
H 0.39 -0.59 -0.95
H -0.99 0.58 1.52
H -1.89 0.16 -1.40
H 0.28 -1.31 0.66
H -2.40 -0.85 -0.04
H 3.55 0.36 0.26
H -2.89 0.85 -0.11
H -0.51 1.59 0.16
*
```

***

(7)
DFT (ωB97M-V/def2-TZVPD) results for a structure of composition C3HCl2NO.

## Properties
**Gap between HOMO and LUMO**: 0.3502 Ha
**Molecular weight**: 137.95 g/mol
**Total energy**: -31705.6142 eV
**LUMO energy**: -1.59 eV

Structure (ORCA input):
```
! wB97M-V def2-TZVPD RIJCOSX def2/J DEFGRID3
* xyz 0 1
Cl 2.76 0.87 0.77
Cl -0.14 -1.09 -1.40
O 0.55 -0.93 1.53
N -2.73 -0.26 -0.34
C 0.00 0.27 -0.33
C -1.71 0.17 -0.15
C 0.70 -0.10 0.81
H 0.57 1.06 -0.90
*
```

***

(8)
DFT (ωB97M-V/def2-TZVPD) results for the ion C8H11O3 with charge -1.

## Properties
**Gap between HOMO and LUMO**: 0.2826 Ha
**Molecular weight**: 155.17 g/mol
**Total energy**: -14615.6764 eV
**LUMO energy**: 3.67 eV
**Structure (SMILES)**: C=C[C@](C)(C(=O)[O-])[C@]1(C)CO1

Structure (ORCA input):
```
! wB97M-V def2-TZVPD RIJCOSX def2/J DEFGRID3
* xyz -1 1
O 2.76 -0.24 -0.42
O 1.88 0.16 1.58
O -2.07 0.78 0.19
C 0.25 -0.36 -0.12
C -1.38 1.13 1.36
C -0.23 2.23 -0.58
C -0.19 -1.53 0.64
C -0.73 1.00 0.10
C 0.17 -0.62 -1.64
C 0.09 -2.82 0.44
C 1.87 -0.15 0.41
H -0.49 -1.32 1.67
H -0.46 3.18 -0.05
H -0.71 2.28 -1.59
H 0.09 -3.47 1.31
H -1.69 2.12 1.89
H 0.64 -2.98 -0.46
H 0.41 0.28 -2.29
H 0.86 -1.35 -2.00
H -0.81 -0.90 -1.89
H -1.18 0.37 2.13
H 0.93 2.23 -0.69
*
```